{
  "formula": "C15H21N3O3",
  "method": "ωB97M-V/def2-TZVPD",
  "total_charge": 0,
  "smiles": "CCCC(=O)NNC(=O)CCC(=O)NCc1ccccc1",
  "e_above_lowest_kcal_mol": 13.7,
  "orbital_gap_ha": 0.352,
  "symbols": ["C", "H", "C", "C", "C", "O", "N", "N", "C", "O", "C", "H", "H", "C", "C", "O", "N", "H", "C", "C", "C", "C", "C", "C", "C", "H", "H", "H", "H", "H", "H", "H", "H", "H", "H", "H", "H", "H", "H", "H", "H", "H"],
  "coordinates": [[-2.01037, -1.54085, -1.68010], [-1.10286, -1.79022, -1.13458], [-1.69247, -1.24057, -3.14043], [-0.87795, 0.05146, -3.29652], [0.36483, 0.02767, -2.44227], [0.54272, 0.73316, -1.47070], [1.33778, -0.82480, -2.87992], [2.41136, -1.10649, -2.03639], [2.18244, -1.85068, -0.90078], [1.17608, -2.50547, -0.77740], [3.30544, -1.76451, 0.10434], [4.26703, -1.74820, -0.41194], [3.25946, -2.63714, 0.75670], [3.14018, -0.49539, 0.95861], [1.91413, -0.64747, 1.86099], [1.98462, -1.17638, 2.95206], [0.77840, -0.17539, 1.32499], [0.77422, 0.25382, 0.40853], [-0.50167, -0.29309, 1.99140], [-1.14234, 1.05449, 2.20042], [-1.44105, 1.85941, 1.10688], [-2.02514, 3.09988, 1.28863], [-2.32138, 3.54906, 2.56478], [-2.02423, 2.75435, 3.65811], [-1.43496, 1.51476, 3.47632], [-1.19820, 0.89901, 4.33176], [-2.24865, 3.10183, 4.65613], [-2.77984, 4.51700, 2.70618], [-2.25102, 3.71914, 0.43237], [-1.20328, 1.51694, 0.11064], [-1.16072, -0.92814, 1.38537], [-0.31461, -0.78758, 2.94714], [3.04317, 0.39063, 0.32914], [4.01530, -0.38725, 1.60015], [3.13971, -0.40377, -2.02927], [1.10562, -1.55456, -3.54082], [-1.48035, 0.90323, -2.97714], [-0.59586, 0.19245, -4.34181], [-1.14567, -2.08324, -3.56956], [-2.61984, -1.12774, -3.70616], [-2.68884, -2.38736, -1.60955], [-2.48118, -0.68199, -1.20630]],
  "forces_ev_per_angstrom": [[0.0, 0.0, -0.2], [0.0, 0.0, 0.1], [0.0, 0.1, 0.2], [-0.1, -0.1, 0.0], [-0.1, 0.1, -0.3], [-0.1, 0.2, 0.2], [0.6, -0.4, 0.2], [-0.2, 0.4, -0.7], [0.2, -0.3, 0.0], [-0.1, -0.1, 0.1], [-0.1, 0.0, 0.1], [0.0, 0.0, 0.0], [0.0, 0.0, -0.1], [-0.1, -0.2, 0.2], [0.3, 0.3, -0.3], [0.1, -0.3, 0.4], [-0.4, 0.2, -0.1], [0.2, -0.1, 0.0], [0.0, -0.1, 0.1], [0.0, -0.1, 0.1], [0.0, 0.0, 0.1], [0.0, 0.0, -0.1], [0.0, 0.1, 0.1], [0.0, 0.1, 0.1], [0.0, -0.1, -0.1], [0.0, -0.1, 0.1], [0.0, 0.0, 0.1], [0.0, 0.1, 0.0], [0.0, 0.0, -0.1], [0.0, 0.0, -0.2], [0.1, 0.0, 0.1], [-0.1, 0.0, -0.2], [0.0, 0.0, 0.0], [-0.1, 0.0, 0.0], [-0.2, -0.1, 0.0], [0.1, 0.1, 0.2], [0.1, 0.0, 0.0], [0.0, 0.1, 0.0], [0.0, 0.0, -0.1], [0.1, 0.0, -0.1], [-0.1, -0.1, 0.1], [-0.1, 0.1, 0.1]]
}

---

{
  "formula": "C42H39CaF6N2O4P3S3Se2",
  "method": "ωB97M-V/def2-TZVPD",
  "total_charge": 0,
  "e_above_lowest_kcal_mol": 0.0,
  "orbital_gap_ha": 0.300,
  "symbols": ["Ca", "F", "C", "F", "F", "S", "O", "O", "N", "S", "O", "O", "C", "F", "F", "F", "Se", "P", "Se", "C", "C", "C", "C", "C", "C", "C", "C", "C", "C", "C", "C", "H", "H", "H", "H", "H", "H", "H", "H", "H", "H", "C", "S", "C", "C", "C", "N", "P", "C", "C", "C", "C", "C", "C", "C", "C", "C", "C", "C", "C", "P", "C", "C", "C", "C", "C", "C", "C", "C", "C", "C", "C", "C", "H", "H", "H", "H", "H", "H", "H", "H", "H", "H", "H", "H", "H", "H", "H", "H", "H", "H", "H", "H", "H", "H", "H", "H", "H", "H", "H", "H", "H"],
  "coordinates": [[0.05278, -0.63390, 1.60410], [3.44286, -4.50384, 1.21002], [3.62379, -3.23248, 1.55320], [3.67080, -2.47518, 0.46393], [4.76668, -3.11694, 2.21157], [2.23200, -2.72264, 2.64751], [1.01277, -2.84329, 1.84287], [2.32650, -3.52434, 3.82028], [2.57844, -1.18298, 2.79501], [2.05824, -0.45708, 4.12083], [2.77997, -0.67970, 5.32344], [0.60753, -0.54193, 4.13430], [2.44419, 1.26024, 3.57474], [1.82806, 1.50064, 2.40189], [3.74537, 1.42977, 3.40759], [1.99386, 2.11363, 4.47813], [-1.48469, 1.58446, 3.24494], [-2.22820, 2.05723, 1.29771], [-2.18493, 0.33223, -0.02100], [-1.23875, 3.38489, 0.52381], [-1.33431, 3.60935, -0.84825], [-0.61929, 4.63938, -1.43671], [0.18530, 5.46172, -0.65708], [0.28202, 5.24267, 0.70908], [-0.42279, 4.20101, 1.29967], [-3.89939, 2.76887, 1.34107], [-4.91696, 2.32020, 0.51073], [-6.16537, 2.92800, 0.55622], [-6.39489, 3.98128, 1.42674], [-5.37749, 4.42913, 2.26137], [-4.13335, 3.82421, 2.22130], [-1.95138, 2.96373, -1.46235], [-0.68952, 4.79654, -2.50525], [0.73932, 6.26997, -1.11711], [0.91016, 5.87902, 1.31938], [-0.34139, 4.01313, 2.36331], [-4.73560, 1.48984, -0.16037], [-6.95980, 2.57239, -0.08717], [-7.36909, 4.45160, 1.46185], [-5.55705, 5.24624, 2.94774], [-3.34301, 4.15923, 2.88307], [0.41420, -5.19848, -6.10906], [-0.61368, -5.21694, -4.63067], [-0.79186, -3.43222, -4.42133], [-1.45892, -3.11240, -3.09630], [-1.61118, -1.61224, -2.85328], [-0.34044, -0.86087, -2.80038], [0.62392, -1.31310, -1.43862], [1.61540, -2.69838, -2.09590], [1.58360, -3.90938, -1.41370], [2.27509, -5.01176, -1.89957], [3.00242, -4.90811, -3.07331], [3.04006, -3.70185, -3.76468], [2.34663, -2.60532, -3.28181], [1.86217, 0.02869, -1.23312], [1.42285, 1.24956, -0.70377], [2.31543, 2.27684, -0.43500], [3.66915, 2.09519, -0.67325], [4.12165, 0.88385, -1.17873], [3.22931, -0.13997, -1.45848], [-0.15598, 0.75796, -3.47279], [1.10400, 0.45489, -4.77104], [2.25813, 1.23004, -4.69792], [3.30822, 1.02893, -5.58702], [3.21040, 0.04639, -6.55915], [2.06295, -0.73654, -6.64312], [1.02198, -0.53534, -5.75235], [-1.69785, 1.02205, -4.42855], [-2.83800, 1.35267, -3.68545], [-4.02956, 1.67480, -4.31025], [-4.10087, 1.70314, -5.69808], [-2.97398, 1.40815, -6.44614], [-1.78046, 1.06842, -5.81785], [0.63560, -6.23073, -6.37372], [1.35125, -4.67463, -5.91619], [-0.10618, -4.72750, -6.94338], [-1.37616, -3.02014, -5.25092], [0.20336, -2.99072, -4.44449], [-0.90052, -3.58588, -2.28483], [-2.46377, -3.54424, -3.07099], [-2.17172, -1.47189, -1.92241], [-2.22072, -1.19595, -3.65233], [1.00675, -3.99297, -0.50065], [2.23781, -5.95071, -1.36312], [3.53663, -5.76802, -3.45680], [3.60986, -3.61812, -4.68218], [2.36890, -1.66856, -3.82757], [0.36393, 1.41737, -0.54426], [1.94174, 3.21274, -0.03810], [4.37083, 2.89152, -0.45995], [5.17827, 0.73124, -1.35816], [3.60715, -1.07421, -1.84832], [2.34094, 1.98141, -3.91946], [4.20313, 1.63339, -5.51308], [4.02672, -0.11522, -7.25163], [1.98459, -1.50566, -7.40181], [0.13862, -1.15653, -5.81275], [-2.78768, 1.33638, -2.60220], [-4.90132, 1.91537, -3.71480], [-5.02879, 1.96370, -6.19059], [-3.01614, 1.44254, -7.52735], [-0.91204, 0.85905, -6.42465]],
  "forces_ev_per_angstrom": [[-0.2, 0.3, 0.3], [0.0, 0.0, 0.0], [0.0, -0.1, 0.0], [0.0, 0.0, -0.1], [0.0, 0.0, 0.0], [0.0, 0.0, 0.0], [0.1, 0.1, -0.1], [0.0, 0.0, 0.0], [0.0, 0.0, 0.1], [0.1, -0.1, -0.1], [0.0, 0.0, 0.0], [0.0, 0.0, -0.1], [0.0, 0.0, 0.0], [0.0, 0.0, 0.0], [0.0, 0.0, 0.0], [0.0, 0.0, 0.0], [0.1, -0.1, -0.1], [0.0, 0.0, -0.1], [-0.1, 0.0, 0.1], [0.0, 0.0, 0.0], [0.0, 0.0, 0.0], [0.0, 0.0, 0.0], [0.0, 0.0, 0.0], [0.0, 0.0, 0.0], [0.0, 0.0, 0.0], [0.0, 0.0, 0.0], [0.0, 0.0, 0.0], [0.0, 0.0, 0.0], [0.0, 0.0, 0.0], [0.0, 0.0, 0.0], [0.0, 0.0, 0.0], [0.0, 0.0, 0.0], [0.0, 0.0, 0.0], [0.0, 0.0, 0.0], [0.0, 0.0, 0.0], [0.0, 0.0, 0.0], [0.0, 0.0, 0.0], [0.0, 0.0, 0.0], [0.0, 0.0, 0.0], [0.0, 0.0, 0.0], [0.0, 0.0, 0.0], [0.0, 0.0, 0.0], [0.0, 0.0, 0.0], [0.0, 0.0, 0.0], [0.0, 0.0, 0.0], [0.0, -0.1, -0.1], [-0.1, 0.3, 0.1], [0.1, -0.1, 0.0], [0.1, 0.0, 0.0], [0.0, 0.0, 0.0], [0.0, 0.0, 0.0], [0.0, 0.0, 0.0], [0.0, 0.0, 0.0], [0.0, 0.1, 0.0], [0.0, 0.0, 0.0], [0.1, 0.0, 0.0], [0.0, 0.0, 0.0], [0.0, 0.0, 0.0], [0.0, 0.0, 0.0], [0.0, 0.0, 0.0], [0.1, -0.1, 0.1], [0.0, 0.0, -0.1], [0.0, 0.0, 0.0], [0.0, 0.0, 0.0], [0.0, 0.0, 0.0], [0.0, 0.0, 0.0], [0.0, 0.0, 0.0], [0.0, 0.0, 0.0], [0.0, -0.1, 0.0], [0.0, 0.0, 0.0], [0.0, 0.0, 0.0], [0.0, 0.0, 0.0], [0.0, 0.0, 0.0], [0.0, 0.0, 0.0], [0.0, 0.0, 0.0], [0.0, 0.0, 0.0], [0.0, 0.0, 0.0], [0.0, 0.0, -0.1], [-0.1, 0.0, 0.0], [0.0, 0.0, 0.0], [0.0, 0.0, 0.0], [0.0, 0.0, 0.0], [0.0, 0.0, 0.0], [0.0, 0.0, 0.0], [0.0, 0.0, 0.0], [0.0, 0.0, 0.0], [0.0, 0.0, 0.0], [0.0, 0.0, 0.0], [0.0, 0.0, 0.0], [0.0, 0.0, 0.0], [0.0, 0.0, 0.0], [0.0, 0.0, 0.0], [0.0, 0.0, 0.0], [0.0, 0.0, 0.0], [0.0, 0.0, 0.0], [0.0, 0.0, 0.0], [0.0, 0.0, 0.0], [0.0, 0.0, 0.0], [0.0, 0.0, 0.0], [0.0, 0.0, 0.0], [0.0, 0.0, 0.0], [0.0, 0.0, 0.0]]
}